No. 1
# C35H45As2AuF6P2

C35H45As2AuF6P2 as an isolated structure (ωB97M-V/def2-TZVPD, the OMol25 dataset).

Geometry as XYZ:
```
91
Properties=species:S:1:pos:R:3:mulliken_spin:R:1
Au -0.3259 1.7350 -0.0575 -0.01
C 2.4584 -1.7998 0.7307 0.06
C 1.2950 -1.4606 1.6825 -0.01
As 0.6533 0.3976 1.7379 0.04
C 2.2665 1.2165 2.4857 0.04
C 2.9934 0.5961 3.5026 0.05
C 4.1481 1.1788 3.9992 -0.01
C 4.5684 2.4126 3.5150 0.03
C 3.8348 3.0601 2.5305 -0.02
C 2.7028 2.4568 2.0065 0.02
C -0.5331 0.5488 3.2762 -0.01
C -1.7763 -0.0830 3.2816 0.00
C -2.6448 0.0970 4.3464 0.00
C -2.2923 0.9160 5.4084 0.00
C -1.0676 1.5669 5.3988 0.00
C -0.2013 1.4022 4.3292 0.01
As 3.5560 -0.2967 0.0827 0.58
C 5.3994 -0.8955 0.1528 0.05
C 5.7940 -2.0886 0.7529 0.03
C 7.1222 -2.4801 0.7052 -0.02
C 8.0690 -1.6737 0.0901 0.06
C 7.6868 -0.4641 -0.4780 -0.02
C 6.3614 -0.0746 -0.4412 0.06
C 3.4876 0.0712 -1.8243 0.05
C 3.3677 -0.9422 -2.7633 0.01
C 3.4667 -0.6233 -4.1077 0.00
C 3.7233 0.6813 -4.5055 0.00
C 3.8675 1.6864 -3.5600 0.00
C 3.7188 1.3853 -2.2146 0.01
H 2.1118 -2.3296 -0.1558 0.01
H 3.1564 -2.4352 1.2713 0.01
H 1.6152 -1.6833 2.6994 0.00
H 0.4278 -2.0816 1.4829 0.00
H 2.6407 -0.3322 3.9351 0.00
H 4.7145 0.6798 4.7742 0.00
H 5.4636 2.8706 3.9139 0.00
H 4.1440 4.0353 2.1782 0.00
H 2.1258 2.9486 1.2281 -0.03
H -2.0672 -0.7200 2.4577 0.00
H -3.6065 -0.3985 4.3380 0.00
H -2.9739 1.0569 6.2367 0.00
H -0.7901 2.2118 6.2219 0.00
H 0.7387 1.9361 4.3264 0.00
H 5.0763 -2.7356 1.2391 0.00
H 7.4166 -3.4243 1.1431 0.00
H 9.1043 -1.9846 0.0572 0.00
H 8.4217 0.1714 -0.9529 0.00
H 6.0632 0.8690 -0.8824 -0.01
H 3.1961 -1.9663 -2.4571 0.00
H 3.3517 -1.4058 -4.8458 0.00
H 3.8106 0.9193 -5.5576 0.00
H 4.1109 2.6953 -3.8672 0.00
H 3.7914 2.1659 -1.4638 -0.01
F 0.1372 -0.8318 -1.1869 0.00
P -1.3610 -1.5895 -1.1374 0.00
F -1.4310 -1.1473 0.4610 0.00
F -2.0242 -0.1529 -1.4875 0.00
F -1.2063 -1.9366 -2.6795 0.00
F -0.6067 -2.9395 -0.7018 0.00
F -2.7858 -2.2597 -1.0176 0.00
C -3.5956 3.2221 0.2886 0.00
C -3.3102 3.3151 -1.2145 0.00
C -4.0688 2.2192 -1.9602 0.00
P -1.4695 3.2726 -1.4273 0.00
C -0.8817 4.9921 -0.9786 0.00
C -1.8639 6.1172 -1.3022 0.00
C -0.4351 5.0966 0.4839 0.00
C -1.0491 3.1425 -3.2256 0.00
C -1.8362 4.0751 -4.1485 0.00
C -1.1251 1.6872 -3.6923 0.00
H -4.6720 3.2057 0.4633 0.00
H -3.1751 4.0630 0.8402 0.00
H -3.1727 2.2992 0.6926 0.00
H -3.6342 4.2876 -1.5921 0.00
H -3.7680 1.2309 -1.6230 0.00
H -3.9292 2.2772 -3.0381 0.00
H -5.1356 2.3313 -1.7600 0.00
H 0.0087 5.1045 -1.6085 0.00
H -2.7184 6.0971 -0.6250 0.00
H -2.2282 6.0719 -2.3268 0.00
H -1.3651 7.0784 -1.1690 0.00
H -1.2893 5.1254 1.1603 0.00
H 0.1334 6.0173 0.6275 0.00
H 0.1923 4.2526 0.7718 0.00
H 0.0035 3.4388 -3.2488 0.00
H -2.9113 4.0016 -3.9831 0.00
H -1.6457 3.7890 -5.1840 0.00
H -1.5311 5.1142 -4.0330 0.00
H -2.1436 1.3068 -3.6842 0.00
H -0.5208 1.0416 -3.0556 0.00
H -0.7429 1.6083 -4.7103 0.00
```

Properties
* multiplicity: 2
* total charge: +1
* gap between HOMO and LUMO (alpha / beta): 9.0 / 5.6 eV


No. 2
# C35H45CrGe2N4O5

C35H45CrGe2N4O5 as an isolated structure (ωB97M-V/def2-TZVPD, the OMol25 dataset).

Geometry as XYZ:
```
92
Properties=species:S:1:pos:R:3:mulliken_spin:R:1
Cr -0.2024 -0.1466 1.6261 1.05
O -1.8650 0.5732 1.7153 0.01
C -3.0341 0.0984 2.1525 -0.01
C -4.2026 0.7715 1.7969 0.00
C -5.4326 0.3298 2.2498 0.00
C -5.5221 -0.7890 3.0742 0.00
C -4.3676 -1.4573 3.4304 0.00
C -3.1145 -1.0357 2.9791 0.00
C -1.9448 -1.8110 3.3452 0.00
N -0.7687 -1.5761 2.9099 0.02
N 0.2199 -2.4968 3.2363 -0.01
C 1.3170 -2.1671 2.6318 0.01
O 1.4341 -1.1209 1.8580 -0.02
C 2.5165 -3.0189 2.7916 0.00
C 3.6711 -2.7121 2.0772 0.00
C 4.8022 -3.5033 2.2096 0.00
C 4.7845 -4.6017 3.0575 0.00
C 3.6338 -4.9077 3.7733 0.00
C 2.5021 -4.1212 3.6429 0.00
H -4.1145 1.6485 1.1678 0.00
H -6.3293 0.8658 1.9667 0.00
H -6.4831 -1.1292 3.4341 0.00
H -4.4226 -2.3288 4.0724 0.00
H -2.0732 -2.6758 3.9920 0.00
H 3.6720 -1.8478 1.4264 0.00
H 5.6986 -3.2596 1.6543 0.00
H 5.6694 -5.2154 3.1659 0.00
H 3.6235 -5.7605 4.4396 0.00
H 1.6000 -4.3431 4.1952 0.00
C 3.5484 -1.0085 -1.7961 0.00
C 2.1502 -0.8698 -1.1902 0.00
Ge 1.8794 0.8835 -0.3260 0.01
C 3.1537 1.3960 1.0704 0.00
C 4.5243 1.7741 0.5039 0.00
C 1.9754 2.1756 -1.7938 0.00
C 0.7666 2.7166 -2.0272 0.00
Ge -0.4343 2.0285 -0.6096 -0.02
C -0.8326 3.3991 0.7415 0.01
C -1.7540 4.5511 0.3374 0.00
C -1.9181 1.0152 -1.4324 0.00
C -2.9238 1.8340 -2.2462 0.00
C 0.4369 3.6382 -3.1411 0.00
C -0.7816 4.3130 -3.1711 0.00
C -1.1022 5.1814 -4.2046 0.00
C -0.2055 5.3833 -5.2423 0.00
C 1.0069 4.7045 -5.2383 0.00
C 1.3208 3.8402 -4.2038 0.00
H 3.6450 -1.9363 -2.3651 0.00
H 4.3166 -1.0226 -1.0202 0.00
H 3.7791 -0.1825 -2.4721 0.00
H 1.9567 -1.6694 -0.4779 0.00
H 1.3901 -0.9259 -1.9758 0.00
H 3.2275 0.5885 1.7974 0.00
H 2.7040 2.2443 1.5886 0.00
H 5.0278 0.9209 0.0442 0.00
H 5.1748 2.1507 1.2956 0.00
H 4.4444 2.5564 -0.2532 0.00
H 2.8545 2.4146 -2.3920 0.00
H 0.1469 3.7845 1.0351 0.00
H -1.2274 2.8775 1.6091 0.00
H -1.3055 5.1833 -0.4277 0.00
H -1.9596 5.1873 1.2004 0.00
H -2.7167 4.1976 -0.0392 0.00
H -2.4245 0.4588 -0.6476 0.00
H -1.4269 0.2836 -2.0825 0.00
H -3.3727 2.6316 -1.6517 0.00
H -3.7389 1.1999 -2.6041 0.00
H -2.4572 2.2950 -3.1182 0.00
H -1.4937 4.1495 -2.3723 0.00
H -2.0544 5.6963 -4.1997 0.00
H -0.4505 6.0565 -6.0534 0.00
H 1.7084 4.8470 -6.0506 0.00
H 2.2633 3.3083 -4.2239 0.00
O 1.5680 2.2258 4.2963 0.00
N 1.0268 1.2318 3.8634 0.00
O 0.8867 0.1845 4.4670 0.00
O 0.5527 1.3204 2.6286 -0.01
C -3.0617 -3.1279 -1.7614 0.00
C -1.5494 -3.3122 -1.5762 0.00
C -0.8013 -3.0340 -2.8862 0.00
C -1.2255 -4.7156 -1.0482 0.00
C -1.1033 -2.3333 -0.5750 -0.01
N -0.7672 -1.5709 0.2078 -0.03
H -3.4143 -3.8451 -2.5027 0.00
H -3.2912 -2.1212 -2.1119 0.00
H -3.5958 -3.2991 -0.8268 0.00
H -1.1310 -3.7525 -3.6371 0.00
H 0.2753 -3.1387 -2.7525 0.00
H -1.0108 -2.0287 -3.2528 0.00
H -1.5562 -5.4510 -1.7820 0.00
H -1.7368 -4.9080 -0.1053 0.00
H -0.1539 -4.8369 -0.8909 0.00
```

Properties
* multiplicity: 2
* gap between HOMO and LUMO (alpha / beta): 7.2 / 7.6 eV